{"formula": "C58H142BN10O26", "method": "ωB97M-V/def2-TZVPD", "homo_ev": -6.65, "de_lowest_ev": 0.0000, "total_charge": -1, "multiplicity": 1, "total_energy_ev": -131249.1189, "species": ["O", "C", "O", "B", "O", "C", "O", "O", "C", "O", "C", "O", "O", "C", "O", "C", "C", "N", "C", "C", "O", "C", "H", "H", "H", "H", "H", "H", "H", "H", "H", "H", "H", "H", "H", "H", "H", "C", "O", "C", "C", "N", "C", "C", "O", "C", "H", "H", "H", "H", "H", "H", "H", "H", "H", "H", "H", "H", "H", "H", "H", "C", "O", "C", "C", "N", "C", "C", "O", "C", "H", "H", "H", "H", "H", "H", "H", "H", "H", "H", "H", "H", "H", "H", "H", "C", "O", "C", "C", "N", "C", "C", "O", "C", "H", "H", "H", "H", "H", "H", "H", "H", "H", "H", "H", "H", "H", "H", "H", "C", "O", "C", "C", "N", "C", "C", "O", "C", "H", "H", "H", "H", "H", "H", "H", "H", "H", "H", "H", "H", "H", "H", "H", "C", "O", "C", "C", "N", "C", "C", "O", "C", "H", "H", "H", "H", "H", "H", "H", "H", "H", "H", "H", "H", "H", "H", "H", "C", "O", "H", "H", "H", "H", "C", "O", "H", "H", "H", "H", "C", "C", "C", "O", "C", "N", "H", "H", "H", "H", "H", "H", "H", "H", "H", "H", "H", "C", "C", "C", "O", "C", "N", "H", "H", "H", "H", "H", "H", "H", "H", "H", "H", "H", "C", "C", "C", "O", "C", "N", "H", "H", "H", "H", "H", "H", "H", "H", "H", "H", "H", "C", "C", "C", "O", "C", "N", "H", "H", "H", "H", "H", "H", "H", "H", "H", "H", "H"], "positions_angstrom": [[1.427032, -0.544811, -0.216420], [0.613752, 0.420149, -0.168010], [-0.635378, 0.370759, -0.030040], [-1.211468, 1.697999, 0.232620], [-0.040948, 2.673389, 0.135720], [1.057862, 2.013429, -0.017680], [2.224262, 2.449579, 0.031120], [-1.772878, 1.772629, 1.575920], [-3.074658, 1.741769, 1.580380], [-3.931098, 1.767799, 2.494610], [-3.490028, 1.931419, 0.120880], [-2.349118, 2.044259, -0.601960], [-4.653938, 1.948139, -0.330140], [3.616502, 9.455739, -5.612820], [3.900092, 8.290659, -4.874820], [3.637442, 8.361769, -3.459460], [3.976962, 6.845219, -2.976350], [3.837762, 6.708289, -1.520250], [3.980372, 5.349069, -1.047580], [5.421452, 4.826179, -1.094070], [6.340442, 5.962909, -0.790440], [7.743762, 5.667479, -0.661330], [3.099292, 9.274359, -6.554990], [4.587042, 9.940219, -5.719670], [2.975902, 10.208479, -5.153340], [2.644932, 8.789759, -3.318570], [4.324142, 9.058509, -2.978740], [4.907592, 6.591019, -3.483710], [3.239602, 6.176259, -3.420070], [4.561002, 7.268039, -1.091640], [3.259732, 4.640769, -1.456340], [3.716612, 5.511779, -0.002560], [5.710612, 4.469659, -2.082700], [5.321872, 3.903249, -0.522790], [7.817542, 4.603779, -0.435060], [8.309842, 6.241499, 0.072270], [8.150372, 5.875609, -1.651000], [-10.221808, -2.232631, -1.750810], [-9.140668, -2.363281, -2.656600], [-8.532898, -3.585971, -2.577190], [-7.286748, -3.673221, -3.419830], [-5.979538, -3.188941, -2.853640], [-5.973518, -1.726861, -2.880170], [-4.794818, -1.097151, -2.135250], [-3.621448, -1.524961, -2.826680], [-2.433758, -0.736511, -2.657060], [-9.977168, -2.309791, -0.691420], [-10.941718, -3.045381, -1.847050], [-10.748268, -1.285461, -1.868350], [-9.189358, -4.330171, -3.028110], [-8.322668, -4.044801, -1.611070], [-7.363688, -3.140671, -4.367770], [-7.046958, -4.704271, -3.679680], [-5.988058, -3.351761, -1.856890], [-6.937958, -1.314041, -2.584310], [-5.863868, -1.540661, -3.948540], [-4.897438, -1.496591, -1.126280], [-4.914578, -0.020961, -2.010410], [-1.897008, -0.835661, -3.600550], [-1.853148, -1.058921, -1.792750], [-2.559818, 0.328699, -2.463320], [-2.724798, 8.476889, -3.933630], [-1.480348, 8.819639, -3.337400], [-1.207598, 8.120299, -2.094320], [0.220032, 7.598479, -2.243140], [0.778842, 6.708149, -1.186070], [0.187342, 5.357469, -1.248470], [0.564252, 4.560379, -2.476560], [-0.523378, 3.773529, -3.034230], [-1.760908, 4.432709, -3.298270], [-3.515318, 8.424619, -3.185010], [-2.847938, 7.494979, -4.390560], [-3.006358, 9.330779, -4.549820], [-1.932808, 7.327049, -1.912830], [-1.225478, 8.831049, -1.268120], [0.783672, 8.511399, -2.435440], [0.502512, 7.304079, -3.253890], [1.779372, 6.661329, -1.315860], [-0.873318, 5.405519, -1.001900], [0.625602, 4.829629, -0.401470], [1.508602, 4.074999, -2.230180], [0.930642, 5.138189, -3.325090], [-2.193718, 3.804229, -4.076590], [-1.491038, 5.306299, -3.891660], [-2.400958, 4.619699, -2.436020], [9.390282, 0.181069, -0.419780], [8.135652, 0.746449, -0.776740], [8.068622, 1.192819, -2.142110], [6.724112, 1.629499, -2.294930], [5.835332, 0.501809, -2.055740], [4.503252, 0.941209, -1.672840], [3.534682, 1.622789, -2.760050], [3.895762, 2.928549, -3.259370], [3.590492, 3.189969, -4.558490], [10.287272, 0.583669, -0.890330], [9.394212, -0.874081, -0.693190], [9.528812, 0.177569, 0.661380], [8.339112, 0.368039, -2.801410], [8.848802, 1.942089, -2.276310], [6.545152, 1.917699, -3.330790], [6.607842, 2.456199, -1.594110], [6.299452, -0.054021, -1.351640], [4.507592, 1.449169, -0.708440], [3.889362, 0.079419, -1.411020], [2.507592, 1.725619, -2.409900], [3.542562, 0.909499, -3.584220], [3.944892, 4.200819, -4.760230], [2.535102, 3.355649, -4.774770], [4.039002, 2.571979, -5.336330], [1.081432, -2.534371, -2.868690], [1.570092, -3.704451, -2.214380], [2.941772, -3.599081, -1.930480], [3.348012, -4.799281, -1.076850], [3.037932, -6.123151, -1.641920], [3.816122, -6.328911, -2.913520], [3.737732, -7.837851, -3.430920], [2.502302, -8.386481, -3.245490], [2.161982, -9.390951, -4.147950], [1.455422, -1.552641, -2.578090], [-0.007768, -2.548261, -2.907970], [1.298112, -2.475431, -3.935310], [3.173332, -2.640781, -1.465550], [3.478612, -3.669661, -2.876480], [2.760082, -4.709951, -0.163370], [4.388312, -4.659311, -0.783120], [3.586822, -6.720571, -1.040330], [4.862112, -6.104631, -2.704510], [3.418382, -5.653821, -3.671250], [4.476752, -8.561721, -3.087480], [3.934222, -7.809051, -4.502670], [2.307462, -10.278051, -3.531520], [2.749912, -9.445921, -5.064150], [1.179252, -9.154841, -4.556100], [-1.212558, -9.180891, -3.001410], [-0.171678, -8.754051, -2.200610], [0.155212, -9.616611, -1.117980], [1.205732, -8.967681, -0.193690], [0.574242, -7.781741, 0.398810], [1.396862, -7.200731, 1.430760], [0.717622, -5.831861, 1.801810], [0.648182, -4.952311, 0.680850], [-0.084138, -3.681591, 0.971250], [-1.053258, -9.682941, -3.955700], [-1.928938, -8.366511, -3.109580], [-1.855748, -9.967721, -2.607320], [0.539522, -10.582931, -1.444530], [-0.741258, -9.727371, -0.507930], [2.155642, -8.737031, -0.675940], [1.450852, -9.660691, 0.611140], [-0.305148, -7.993681, 0.848100], [2.440192, -7.196481, 1.115240], [1.492212, -7.816951, 2.324790], [1.289542, -5.326211, 2.579830], [-0.266968, -5.884291, 2.266500], [-1.106668, -3.917961, 1.265640], [0.057892, -3.133341, 0.039930], [0.393552, -3.084071, 1.747720], [-4.500878, 5.803739, 4.272010], [-4.695848, 4.821679, 3.300270], [-3.498248, 5.782199, 4.699060], [-4.549458, 6.800299, 3.833140], [-5.230038, 5.771189, 5.081560], [-3.915148, 4.320389, 3.053670], [3.700112, -2.563751, 1.991020], [3.524232, -1.222191, 1.824510], [2.920452, -3.093061, 2.538800], [3.669252, -2.994461, 0.990200], [4.715152, -2.809431, 2.303170], [2.683632, -1.121861, 1.371820], [-4.952178, -5.505851, 2.130280], [-6.134138, -4.961691, 1.256910], [-6.084158, -3.476071, 1.104590], [-5.762448, -2.723241, 2.230740], [-5.446888, -1.438801, 1.873190], [-6.014378, -5.675011, 0.034040], [-4.533328, -4.849941, 2.893460], [-4.093188, -5.581551, 1.463570], [-5.040718, -6.446431, 2.673960], [-7.108688, -5.204941, 1.680180], [-7.049618, -3.194401, 0.684280], [-5.232548, -3.319211, 0.442590], [-5.329808, -0.821641, 2.763980], [-6.135298, -0.960751, 1.176290], [-4.469678, -1.413741, 1.390970], [-5.644248, -6.526751, 0.431090], [-5.184768, -5.241231, -0.345020], [-1.247258, 5.343829, 2.428280], [-0.152048, 5.034739, 3.414750], [0.949482, 4.136029, 2.700020], [2.068382, 3.984299, 3.613380], [2.916532, 2.788119, 3.491890], [0.406432, 6.288639, 3.867180], [-2.015268, 5.965329, 2.888710], [-1.775908, 4.466919, 2.054570], [-1.019858, 5.980939, 1.573610], [-0.571288, 4.446749, 4.231210], [1.269902, 4.442949, 1.704420], [0.490202, 3.152949, 2.596500], [2.375322, 1.853229, 3.637350], [3.586392, 2.809669, 4.351500], [3.590982, 2.580789, 2.661090], [-0.336918, 6.940869, 4.072460], [0.789832, 6.590379, 2.982840], [0.347602, -3.477571, 5.870130], [1.392522, -2.305231, 5.791590], [1.076942, -1.404691, 4.531210], [-0.154438, -0.745371, 4.780440], [-0.683598, -0.102011, 3.605660], [1.439672, -1.604411, 7.094510], [0.856812, -4.300751, 6.371310], [0.230592, -3.853461, 4.853700], [-0.573518, -3.087141, 6.302790], [2.356312, -2.779611, 5.606690], [1.245542, -1.949841, 3.602510], [1.833932, -0.620721, 4.509900], [-0.199348, 0.860939, 3.443390], [-1.719528, 0.143059, 3.839990], [-0.651058, -0.793071, 2.763360], [2.415862, -1.347031, 7.124520], [1.508472, -2.445441, 7.649520], [-4.857558, -2.069231, 5.605960], [-3.553918, -1.148131, 5.647350], [-3.901588, 0.309509, 5.798910], [-2.716618, 1.069209, 6.107270], [-2.990538, 2.447699, 6.031770], [-2.791068, -1.712221, 6.815390], [-4.770578, -3.137551, 5.407910], [-5.474398, -1.634011, 4.819710], [-5.451498, -1.903851, 6.504840], [-3.079438, -1.358631, 4.688890], [-4.608678, 0.420709, 6.620960], [-4.131968, 0.625109, 4.781360], [-2.683128, 2.915199, 5.096340], [-2.455688, 2.915569, 6.858290], [-4.036608, 2.742609, 6.114510], [-3.488748, -1.916991, 7.516400], [-2.661348, -2.659511, 6.489960]], "atomic_forces_ev_per_a": [[-2.689, 2.960, -0.062], [5.835, -1.058, 0.542], [-2.264, -0.225, -0.056], [0.027, 1.416, -0.169], [-1.508, -0.605, -0.007], [3.368, -1.011, -0.041], [-3.433, -1.155, -0.290], [0.359, -0.631, 2.007], [-3.396, 1.128, 1.408], [3.406, -0.443, -2.095], [-2.899, -0.350, -2.365], [-0.917, -0.236, -0.141], [3.989, 0.091, 1.401], [0.593, 0.630, 0.312], [-0.881, -0.133, 0.383], [1.016, -1.824, -0.721], [-1.804, 2.024, -0.168], [0.077, 0.495, -2.055], [0.847, 1.116, 1.241], [0.052, 0.860, -1.229], [-0.927, -1.037, 1.346], [-1.178, -0.933, -1.122], [0.480, -0.543, -0.168], [-0.046, 0.371, -0.731], [-0.209, -0.226, 0.778], [-0.262, -0.660, 0.316], [0.355, 0.073, 0.116], [0.508, 0.043, 0.465], [-0.234, 0.064, -0.145], [0.053, -0.013, 0.280], [0.283, 0.104, -0.262], [0.035, -0.764, 0.390], [-0.165, 0.148, -0.299], [1.194, 0.212, 1.072], [0.490, -0.033, 0.055], [-0.673, 0.251, 0.215], [0.522, -0.199, -0.024], [-0.451, -0.245, 0.268], [-0.761, 1.712, 1.190], [0.509, -2.191, -1.244], [2.323, 0.101, -0.007], [-1.118, 0.448, 0.806], [0.400, 0.514, -1.413], [-0.650, -1.055, -0.550], [0.029, 1.105, 0.575], [-0.365, -0.249, 0.085], [0.828, 0.172, 0.142], [-0.235, -0.186, -0.587], [0.290, -0.014, -0.410], [-0.537, -0.318, -0.164], [0.044, 0.741, 0.755], [-0.470, 0.030, -0.057], [-0.586, -0.239, 0.092], [-0.011, -0.938, 0.357], [0.023, 0.274, 0.370], [0.039, 0.734, -0.128], [0.690, -0.202, 0.507], [0.249, 0.190, -0.470], [0.285, -0.117, 0.233], [0.206, -0.479, -0.127], [-0.736, 0.164, -0.253], [-0.602, 0.762, 1.107], [-0.495, -0.827, 0.389], [0.660, -0.350, -0.939], [1.259, 0.331, -0.120], [-1.662, 0.967, -0.926], [1.000, 0.678, 0.978], [-1.113, 0.644, -1.265], [0.970, -1.077, 1.233], [1.723, -0.200, -1.296], [-0.108, 0.279, 0.501], [0.885, -0.015, -0.616], [0.146, -0.409, -0.515], [-0.121, -0.020, -0.080], [-0.212, 0.023, 0.060], [0.494, 0.535, 1.524], [-1.204, -1.379, -0.550], [0.362, 0.145, 0.157], [-0.099, -0.019, -0.461], [-0.158, 0.048, 0.073], [-0.641, -1.568, -0.047], [-0.288, 1.000, -0.018], [-0.625, -0.281, 0.545], [-0.366, 0.866, 0.426], [0.055, -0.044, -0.082], [-0.389, -0.983, 0.051], [1.335, 0.151, 0.302], [3.018, -1.380, 1.050], [-2.082, 0.402, -1.156], [-0.325, 0.606, -0.805], [-1.682, 0.203, 0.121], [1.370, -0.355, 0.081], [0.931, -1.089, 1.830], [-0.386, 1.765, -1.511], [-0.199, 0.689, -0.164], [-0.033, -0.298, -0.192], [-0.240, 0.427, 0.003], [-0.132, -0.330, -0.190], [-0.153, 0.464, -0.168], [0.046, 0.719, 0.059], [-0.523, 0.215, -0.064], [-0.688, -0.140, 0.386], [0.020, 0.802, -0.106], [0.069, -0.408, -0.138], [0.130, -0.392, 0.466], [-0.045, -0.011, -0.332], [0.514, 0.148, 0.009], [-0.593, -0.774, 0.168], [0.062, -0.604, 0.214], [-0.462, -0.182, -1.152], [-0.630, 1.439, -0.131], [0.049, -1.193, -0.549], [-0.984, 0.840, 0.487], [1.608, 0.112, -1.097], [-0.772, -1.442, 0.653], [0.725, 1.587, -0.601], [-1.157, 1.001, 0.156], [-0.142, -0.028, 0.156], [0.050, -0.209, 1.163], [-0.010, -0.058, 0.747], [0.594, -0.773, -0.514], [0.130, 0.017, 0.306], [0.355, 0.375, -0.284], [-0.034, -0.162, 0.075], [0.499, -0.100, -0.194], [-0.484, -0.559, 0.647], [0.359, 0.183, -0.410], [0.062, -0.217, -0.071], [0.692, 0.365, 0.823], [0.233, 0.369, -0.376], [-0.740, -0.819, -0.797], [0.781, 0.103, 0.156], [-0.421, -0.634, 0.625], [-2.056, -0.457, 0.079], [0.826, -0.545, 0.179], [0.788, 0.785, 0.145], [-1.565, 0.308, 0.121], [1.142, -0.267, -0.175], [-1.138, 1.223, 0.050], [1.340, 0.762, -0.243], [-0.762, 0.933, 0.858], [1.574, -1.801, -0.733], [1.194, 0.628, -0.521], [0.249, 0.291, -0.471], [0.042, -0.247, 1.189], [-0.192, -0.248, -0.254], [-0.231, -0.466, 0.057], [-0.320, 0.390, -0.341], [0.030, -0.697, 0.102], [-0.280, -0.397, -0.340], [-0.022, 0.964, -0.443], [-0.445, -0.225, 0.614], [0.516, 0.004, 0.319], [-0.440, -0.868, -0.178], [-0.151, 0.161, -0.248], [-0.604, 0.005, 0.041], [0.188, -0.210, 0.338], [0.988, 0.660, 0.040], [-0.870, -0.365, -0.331], [0.076, -0.316, 0.300], [-0.294, 0.188, -0.223], [-0.117, -0.372, -0.087], [0.153, 0.155, 0.380], [0.543, -1.877, -1.568], [-0.228, 1.760, 0.747], [0.064, 0.066, 0.626], [-0.088, -0.607, -0.224], [-0.139, 0.238, 0.691], [-0.156, 0.509, -0.363], [0.713, 1.175, 0.763], [0.142, -0.643, 3.703], [0.799, -0.108, -0.840], [-1.118, -1.401, 1.134], [1.027, 1.556, -0.018], [-0.116, 0.056, -1.091], [-0.571, 0.507, 0.179], [0.084, -0.291, -0.234], [-0.642, -0.276, -0.487], [0.012, -0.224, 0.446], [0.064, 0.577, -0.421], [-0.115, 0.338, -0.977], [-0.300, -0.033, 0.023], [-0.397, -0.032, 0.055], [0.336, -0.021, -0.315], [-0.204, -0.855, -1.011], [0.351, -0.195, -0.984], [-1.581, -0.024, -0.463], [0.715, -0.843, -1.299], [-0.021, -0.548, 2.101], [0.735, -0.896, -1.003], [-0.555, 0.251, 1.111], [0.828, -0.135, -0.025], [-0.184, -0.113, 0.528], [0.105, -0.248, -0.141], [0.890, -0.284, -0.202], [0.161, -0.003, 0.192], [0.001, 0.506, 0.044], [-0.169, -0.130, -0.213], [-0.672, 0.050, -0.144], [-0.101, 0.416, 0.171], [-0.446, 0.971, -0.805], [-0.219, 0.073, 0.110], [0.597, 0.961, 0.064], [1.502, 0.983, -0.677], [-1.530, -0.455, -1.817], [0.792, 0.915, 2.764], [-0.284, -0.730, -1.423], [-0.133, -0.263, 1.412], [0.589, -0.862, -0.947], [-0.540, -0.050, 0.665], [-0.502, 0.090, -0.106], [0.079, -0.412, 0.064], [0.255, -0.026, -0.353], [-0.836, -0.332, -0.187], [0.465, 0.190, -0.112], [0.382, -0.112, -0.373], [0.007, -0.065, -0.060], [0.141, 0.213, -0.337], [0.300, 0.983, 0.292], [-0.458, -0.020, 1.144], [-0.391, 2.393, -0.831], [-1.224, -2.865, 1.416], [1.868, -0.243, -0.522], [-0.830, -0.279, 0.022], [0.341, 0.562, 0.353], [0.240, 0.213, -1.046], [0.605, 0.173, 0.031], [-0.373, -0.363, -0.283], [0.139, -0.163, 0.311], [0.697, 0.247, 0.315], [-0.534, 0.354, -0.335], [-1.314, 0.326, 0.209], [0.375, -0.228, -0.304], [0.095, 0.176, -0.069], [-0.345, -0.452, 0.254], [-0.287, 0.523, 0.532], [0.760, -0.405, -0.037]], "lowdin_charge": [0.055, -0.314, 0.251, -0.872, 0.187, -0.333, 0.087, 0.214, -0.343, 0.103, -0.299, 0.212, 0.109, -0.129, -0.214, -0.150, -0.149, -0.081, -0.201, -0.162, -0.208, -0.087, 0.083, 0.083, 0.078, 0.089, 0.111, 0.113, 0.095, 0.104, 0.092, 0.125, 0.099, 0.111, 0.076, 0.079, 0.080, -0.105, -0.162, -0.281, -0.182, -0.043, -0.223, -0.195, -0.170, -0.078, 0.081, 0.081, 0.088, 0.117, 0.117, 0.118, 0.110, 0.060, 0.110, 0.116, 0.091, 0.111, 0.089, 0.073, 0.076, -0.122, -0.194, -0.183, -0.217, -0.010, -0.202, -0.181, -0.198, -0.093, 0.076, 0.076, 0.085, 0.103, 0.121, 0.092, 0.102, 0.047, 0.107, 0.081, 0.088, 0.105, 0.091, 0.077, 0.085, -0.110, -0.198, -0.245, -0.246, -0.035, -0.167, -0.129, -0.215, -0.160, 0.081, 0.081, 0.084, 0.128, 0.126, 0.133, 0.100, 0.101, 0.101, 0.095, 0.100, 0.114, 0.079, 0.086, 0.090, -0.108, -0.155, -0.228, -0.221, -0.021, -0.145, -0.234, -0.204, -0.104, 0.068, 0.077, 0.076, 0.112, 0.107, 0.085, 0.111, 0.084, 0.105, 0.107, 0.114, 0.101, 0.097, 0.082, 0.082, -0.155, -0.165, -0.200, -0.191, -0.057, -0.205, -0.210, -0.216, -0.025, 0.073, 0.094, 0.075, 0.116, 0.114, 0.101, 0.106, 0.110, 0.104, 0.102, 0.097, 0.108, 0.080, 0.076, 0.055, -0.192, -0.108, 0.066, 0.071, 0.076, 0.041, -0.192, -0.097, 0.065, 0.056, 0.087, 0.038, -0.046, -0.448, -0.228, -0.164, -0.128, 0.039, 0.062, 0.074, 0.075, 0.135, 0.132, 0.116, 0.075, 0.099, 0.089, 0.065, 0.069, -0.065, -0.406, -0.143, -0.183, -0.077, 0.046, 0.058, 0.071, 0.081, 0.132, 0.106, 0.098, 0.063, 0.076, 0.073, 0.062, 0.073, -0.049, -0.401, -0.197, -0.170, -0.063, 0.050, 0.066, 0.059, 0.053, 0.117, 0.084, 0.109, 0.083, 0.064, 0.089, 0.060, 0.052, -0.060, -0.374, -0.191, -0.177, -0.122, 0.049, 0.073, 0.048, 0.068, 0.122, 0.133, 0.109, 0.067, 0.088, 0.083, 0.053, 0.041]}